1.
C3H7N3O as an isolated structure, computed with wB97M-V/def2-TZVPD.

Calculated values
* spin multiplicity: 1
* LUMO: 0.770 eV
* E_HOMO: -8.3 eV

Element x y z (Å)
C: 1.041 0.684 1.276
N: 0.504 -0.317 0.366
N: 1.066 -0.234 -0.857
N: 0.407 -0.811 -1.855
C: -1.325 -0.151 -0.091
C: -1.414 -0.361 -1.329
O: -1.999 0.086 1.035
H: -1.471 -0.219 1.785
H: 1.390 0.703 -1.122
H: 0.268 -1.784 -1.584
H: -1.996 -0.422 -2.218
H: 1.989 0.340 1.696
H: 1.195 1.663 0.796
H: 0.345 0.822 2.102

natural (NBO) population analysis, charges in e, atoms 1 to 8: atom 1 (C): -0.44, atom 2 (N): -0.31, atom 3 (N): -0.21, atom 4 (N): -0.39, atom 5 (C): 0.36, atom 6 (C): -0.32, atom 7 (O): -0.67, atom 8 (H): 0.49

2.
One molecule with the formula C3H7N3O, computed with wB97M-V/def2-TZVPD.

Calculated values
* spin multiplicity: 1
* LUMO: 0.255 eV
* E_HOMO: -7.0 eV

Element x y z (Å)
C: 2.838 -0.172 0.266
N: 1.419 0.381 0.571
C: 0.262 0.132 -0.355
O: 0.433 0.022 -1.536
N: -0.946 0.044 0.286
C: -2.141 -0.181 -0.407
N: -3.234 -0.158 0.227
H: 3.019 0.214 -0.750
H: 2.651 -1.251 0.138
H: 1.549 1.391 0.640
H: 1.188 0.064 1.514
H: -1.047 0.213 1.279
H: -1.979 -0.359 -1.472
H: -4.013 -0.341 -0.401

natural (NBO) population analysis, charges in e, atoms 1 to 8: atom 1 (C): -0.72, atom 2 (N): -0.61, atom 3 (C): 0.78, atom 4 (O): -0.54, atom 5 (N): -0.65, atom 6 (C): 0.27, atom 7 (N): -0.65, atom 8 (H): 0.15

3.
One molecule with the formula C3H7N3O, computed with wB97M-V/def2-TZVPD.

Calculated values
* spin multiplicity: 1
* LUMO: 0.373 eV
* SMILES string: C/N=C(/N)C(N)=O
* E_HOMO: -9.1 eV

Element x y z (Å)
C: 1.018 -1.193 -0.917
N: -0.390 -0.901 -0.984
C: -0.845 0.102 -0.343
N: -2.178 0.447 -0.463
C: -0.116 0.951 0.699
O: -0.693 1.823 1.312
N: 1.147 0.479 1.132
H: 1.231 -2.191 -1.314
H: 1.311 -1.034 0.144
H: 1.606 -0.465 -1.496
H: -2.582 0.870 0.360
H: -2.732 -0.303 -0.861
H: 1.962 0.787 0.610
H: 1.262 0.628 2.123

natural (NBO) population analysis, charges in e, atoms 1 to 8: atom 1 (C): -0.47, atom 2 (N): -0.43, atom 3 (C): 0.30, atom 4 (N): -0.80, atom 5 (C): 0.62, atom 6 (O): -0.54, atom 7 (N): -0.87, atom 8 (H): 0.20

4.
One molecule with the formula C3H7N3O, computed with wB97M-V/def2-TZVPD.

Calculated values
* spin multiplicity: 1
* LUMO: 0.592 eV
* SMILES string: [H]/N=C/NC(=O)NC
* E_HOMO: -9.4 eV

Element x y z (Å)
C: 2.635 0.106 0.231
N: 1.203 0.151 0.516
C: 0.213 -0.005 -0.377
O: 0.399 -0.135 -1.571
N: -1.010 0.048 0.253
C: -2.187 -0.177 -0.411
N: -3.281 -0.085 0.223
H: 2.931 0.390 -0.773
H: 2.893 -0.988 0.274
H: 2.269 1.147 0.759
H: 1.078 -0.018 1.501
H: -1.071 0.280 1.236
H: -2.019 -0.428 -1.461
H: -4.056 -0.285 -0.399

natural (NBO) population analysis, charges in e, atoms 1 to 8: atom 1 (C): -0.56, atom 2 (N): -0.65, atom 3 (C): 0.78, atom 4 (O): -0.63, atom 5 (N): -0.64, atom 6 (C): 0.28, atom 7 (N): -0.69, atom 8 (H): 0.22

Most stable = 3

1.
C3H7N3O as an isolated structure, computed with wB97M-V/def2-TZVPD.

Calculated values
* spin multiplicity: 1
* LUMO: 0.760 eV
* E_HOMO: -9.0 eV

Element x y z (Å)
C: 1.443 -1.773 1.084
C: -0.278 -0.230 0.236
C: -1.358 1.655 -0.358
H: 1.698 -2.968 1.382
H: 2.052 -1.802 0.124
H: 1.835 -0.974 1.849
H: -0.659 -2.318 1.236
H: 0.539 0.021 -0.410
H: -1.322 2.873 0.256
H: -0.589 2.575 -3.037
N: 0.035 -1.509 0.741
N: -1.255 0.545 0.655
N: -1.225 1.220 -1.647
O: -0.916 2.685 -2.113

natural (NBO) population analysis, charges in e, atoms 1 to 8: atom 1 (C): -0.44, atom 2 (C): 0.30, atom 3 (C): 0.22, atom 4 (H): 0.22, atom 5 (H): 0.20, atom 6 (H): 0.21, atom 7 (H): 0.42, atom 8 (H): 0.17

2.
A 2-piece molecular cluster, C3H7N3O overall, computed with wB97M-V/def2-TZVPD.

Calculated values
* spin multiplicity: 1
* LUMO: 0.950 eV
* E_HOMO: -8.5 eV

Element x y z (Å)
C: -1.335 -1.818 -2.746
C: -0.893 0.905 -1.462
C: 1.264 -0.388 1.136
N: -1.036 -0.766 0.601
N: 0.245 0.607 -0.645
N: 0.062 -0.194 0.317
O: -0.723 -2.543 -2.130
H: -1.826 0.826 -0.900
H: -0.758 1.909 -1.861
H: -0.959 0.197 -2.307
H: 2.132 -0.352 0.483
H: 1.328 0.413 1.873
H: 1.223 -1.348 1.653
H: -0.962 -1.348 1.431

natural (NBO) population analysis, charges in e, atoms 1 to 8: atom 1 (C): 0.50, atom 2 (C): -0.48, atom 3 (C): -0.43, atom 4 (N): -0.58, atom 5 (N): -0.30, atom 6 (N): 0.16, atom 7 (O): -0.50, atom 8 (H): 0.21

3.
One molecule with the formula C3H7N3O, computed with wB97M-V/def2-TZVPD.

Calculated values
* spin multiplicity: 1
* LUMO: 0.745 eV
* E_HOMO: -9.0 eV

Element x y z (Å)
C: 1.812 -0.003 -0.174
C: 0.045 -1.761 0.259
C: -1.445 0.965 -0.420
N: 0.820 1.793 0.001
N: 0.586 -0.368 0.094
N: -0.257 0.803 0.429
O: 2.915 -0.386 -0.327
H: 0.619 -2.665 0.101
H: -0.216 -1.719 1.373
H: -0.833 -1.726 -0.287
H: -1.768 1.952 -0.290
H: -1.024 0.776 -1.418
H: -2.323 0.326 -0.291
H: 1.069 2.014 0.950

natural (NBO) population analysis, charges in e, atoms 1 to 8: atom 1 (C): 0.86, atom 2 (C): -0.44, atom 3 (C): -0.44, atom 4 (N): -0.62, atom 5 (N): -0.33, atom 6 (N): -0.14, atom 7 (O): -0.51, atom 8 (H): 0.24

Most stable = 2